Entry 1:
Molecular formula: C13H27IIn
Method: DFT, wB97M-V/def2-TZVPD

Structure (XYZ):
```
42
Properties=species:S:1:pos:R:3:forces:R:3
C 5.328611 0.198500 0.266371 -0.1 0.5 0.1
C 4.024284 0.621289 0.943341 0.0 -0.2 0.6
C 2.989713 -0.497570 0.890302 0.1 0.2 -0.7
I 1.476450 -0.147982 2.416631 0.1 -0.1 0.0
In 2.006638 -0.763289 -1.138036 -0.3 -0.1 0.0
C 0.776671 -2.649866 -0.989009 0.1 0.5 -0.5
C -0.698022 -2.628819 -1.432322 0.2 -0.4 0.6
C -1.730216 -2.014871 -0.466594 0.2 0.2 0.0
C -1.669128 -2.617292 0.939932 -0.5 -0.3 -0.1
C -1.676666 -0.486946 -0.448104 -0.1 -0.1 -0.1
C -2.996694 0.187346 -0.033448 0.2 0.5 0.0
C -2.987635 1.613733 -0.529731 0.4 0.6 0.8
C -2.351152 2.629492 0.090473 -0.4 -0.5 -0.7
C -2.140386 3.949768 -0.612870 -0.4 -0.2 0.2
C -1.786753 2.533599 1.487003 -0.1 -0.1 -0.3
H 6.093362 0.946308 0.489711 0.1 0.0 0.0
H 5.665224 -0.747805 0.687291 0.1 -0.2 -0.2
H 5.232528 0.139003 -0.814636 -0.1 -0.3 -0.1
H 4.265015 0.845912 1.990932 0.0 0.1 0.0
H 3.640811 1.553136 0.523944 -0.1 0.0 -0.2
H 3.482546 -1.416995 1.206265 -0.2 -0.1 0.2
H 3.305644 -0.891328 -2.354282 0.0 -0.1 0.1
H 1.031836 0.674505 -1.544757 0.1 -0.1 0.1
H 1.290065 -3.325696 -1.679900 0.1 -0.1 0.0
H 0.893602 -3.092994 -0.000455 0.0 0.0 0.1
H -0.783174 -2.119122 -2.393493 -0.1 0.0 -0.1
H -1.015659 -3.670629 -1.585918 -0.1 0.0 -0.2
H -2.713513 -2.274969 -0.877314 -0.1 0.0 -0.1
H -0.662992 -2.873303 1.253477 0.1 0.2 0.1
H -2.266599 -3.533736 0.967028 0.1 -0.1 0.0
H -2.118274 -1.948564 1.674960 0.1 0.1 0.1
H -1.412557 -0.142011 -1.448028 0.0 0.1 -0.1
H -0.889546 -0.114547 0.205838 0.2 -0.1 0.0
H -3.083061 0.187522 1.055226 -0.1 -0.1 0.1
H -3.848978 -0.359314 -0.441694 0.0 0.0 0.0
H -3.478185 1.823496 -1.475982 0.3 -0.1 -0.2
H -2.822827 4.707940 -0.215534 0.1 0.1 0.0
H -2.314389 3.859236 -1.682304 -0.1 0.0 -0.1
H -1.118956 4.299785 -0.469904 0.1 0.0 0.0
H -1.589107 3.529893 1.880475 0.0 0.1 0.1
H -0.846571 1.981029 1.524456 0.0 -0.1 0.0
H -2.501962 2.036157 2.140660 0.1 -0.1 0.2
```
Forces are in eV/Å.

Kohn-Sham gap ... 7.245 eV
2S+1 ... 1
Calculated total energy ... -27192.543 eV
HOMO energy ... -4.469 eV
Charge ... -1

=====

Entry 2:
Molecular formula: C3H13NO3
Method: DFT, wB97M-V/def2-TZVPD

Structure (XYZ):
```
20
Properties=species:S:1:pos:R:3:forces:R:3
C 1.347621 -0.160064 -2.319481 1.4 0.2 -2.4
C 0.631440 0.053383 -1.078858 -0.9 2.1 4.9
C 1.042103 0.904274 0.023393 -1.8 -5.2 -4.4
N 0.645480 0.508704 1.369020 1.9 2.8 -0.4
H 0.811088 -0.229174 -3.304056 -0.2 0.3 1.1
H 1.953362 -1.108223 -2.341911 -0.5 0.7 0.5
H 2.081117 0.655971 -2.443104 0.0 -0.3 -0.1
H -0.310884 -0.487995 -0.833885 1.0 -0.1 -0.3
H 1.813674 1.583812 -0.294585 0.5 0.5 1.2
H 1.530646 0.240619 1.817705 -0.9 0.0 0.1
H -0.006600 -0.235175 1.394243 -0.4 -1.0 -0.4
O 0.305846 -3.181130 0.846891 -3.2 -1.3 2.8
H 0.042005 -3.281797 -0.052801 -0.1 0.0 -1.3
H -0.579259 -3.544078 1.325697 3.3 1.4 -1.5
O -1.628673 2.292713 1.637789 -2.4 1.8 0.0
H -0.788770 1.921555 1.744559 2.7 -1.1 0.4
H -1.561247 3.222640 1.918028 -0.1 -0.7 -0.2
O -2.321778 -0.098651 0.290900 -1.3 1.0 -1.7
H -2.843502 0.234341 -0.527839 1.4 -0.8 2.3
H -2.163670 0.708274 0.828296 -0.4 -0.3 -0.5
```
Forces are in eV/Å.

Energy above the lowest of the compared OMol25 structures with the same formula, charge and spin ... 50.9 kcal per mole
Kohn-Sham gap ... 8.601 eV
SMILES string ... C/C=C/N.O.O.O
2S+1 ... 1
Calculated total energy ... -10952.564 eV
HOMO energy ... -7.825 eV

=====

Entry 3:
Molecular formula: C9H14O2P2
Method: DFT, wB97M-V/def2-TZVPD

Structure (XYZ):
```
27
Properties=species:S:1:pos:R:3:forces:R:3
C 0.032518 2.842613 1.287376 3.3 1.7 0.3
C 0.537724 1.588514 0.757319 -1.0 0.1 -1.5
C -0.152653 0.809599 -0.042685 -0.2 0.6 -1.1
C 0.373097 -0.513654 -0.552643 -2.4 -0.1 0.8
O 1.366027 -1.049557 0.287691 -1.3 1.9 -0.2
P 2.315939 -2.194612 -0.342640 1.9 -0.7 2.5
C 0.810294 -0.391135 -1.973515 1.6 0.8 1.0
C -0.038456 -0.484281 -2.941095 -2.1 -0.8 -2.6
C -1.474193 -0.888690 -2.712752 0.4 1.5 -0.6
C -1.936530 -1.167384 -1.479591 -0.7 0.9 -1.8
C -0.934595 -1.367754 -0.418574 -0.8 0.7 1.3
O -1.694148 -1.124770 0.869291 0.9 0.0 -2.8
P -0.944110 -1.459849 2.252685 -0.8 0.4 2.7
H 0.599699 3.772492 0.860037 -1.2 -1.6 0.8
H -0.988457 2.900093 1.218184 -2.5 0.5 -0.4
H 0.293641 2.737283 2.329908 -0.1 0.8 0.7
H 1.517716 1.342169 0.992480 1.7 -0.7 0.7
H -1.153424 1.138388 -0.470682 1.3 -0.6 0.8
H 3.298027 -1.796464 0.725758 -0.1 -0.7 -1.5
H 1.896914 -3.141539 0.646728 0.0 -0.6 -0.6
H 1.803654 0.016443 -2.170061 -0.1 -0.1 0.3
H 0.232328 -0.212414 -3.997538 -0.2 -0.4 1.2
H -2.032200 -0.631459 -3.636634 -0.4 -0.7 1.1
H -3.011442 -1.234687 -1.211290 0.9 -0.2 -0.3
H -0.714455 -2.390951 -0.531573 0.7 -1.7 0.7
H -1.000651 -0.153504 2.982621 0.4 -0.8 -0.9
H -2.196273 -1.726387 2.985957 0.8 -0.2 -0.5
```
Forces are in eV/Å.

Energy above the lowest of the compared OMol25 structures with the same formula, charge and spin ... 54.4 kcal per mole
Kohn-Sham gap ... 9.265 eV
SMILES string ... C/C=C/[C@]1(OP)C=CC=C[C@@H]1OP
2S+1 ... 1
Calculated total energy ... -32228.553 eV
HOMO energy ... -8.815 eV

=====

Entry 4:
Molecular formula: CH2N4S
Method: DFT, wB97M-V/def2-TZVPD

Structure (XYZ):
```
8
Properties=species:S:1:pos:R:3:forces:R:3
S 2.103181 0.031533 -0.016355 -1.0 -0.6 0.2
C 0.313680 -0.099685 0.079666 2.5 0.2 0.0
N -0.360930 -1.196431 0.075861 -1.3 -0.1 -0.6
N -1.657940 -0.762102 -0.056143 -1.1 -1.7 0.6
N -1.771173 0.498175 -0.033982 0.2 -0.7 -0.2
N -0.520327 0.925408 0.045687 0.6 2.7 0.0
H 2.244484 -1.322872 -0.115578 -0.1 0.6 0.1
H -0.350977 1.925976 0.020842 0.2 -0.4 0.0
```
Forces are in eV/Å.

Energy above the lowest of the compared OMol25 structures with the same formula, charge and spin ... 9.2 kcal per mole
Kohn-Sham gap ... 10.449 eV
SMILES string ... Sc1nnn[nH]1
2S+1 ... 1
Calculated total energy ... -17863.405 eV
HOMO energy ... -9.968 eV

=====

Entry 5:
Molecular formula: C3H11NS
Method: DFT, wB97M-V/def2-TZVPD

Structure (XYZ):
```
16
Properties=species:S:1:pos:R:3:forces:R:3
C 3.230867 1.130309 -0.891059 -0.7 -1.0 -3.2
S 2.491260 -0.563525 -0.904842 -0.6 -0.1 0.1
H 2.456077 1.829623 -1.261104 0.4 0.1 1.1
H 3.686344 1.215351 0.048823 0.4 1.1 1.2
H 3.978486 1.198521 -1.728691 -0.2 -0.2 1.0
C -1.281963 0.746260 0.726217 0.8 1.5 -0.1
N -1.951032 -0.613153 0.749210 -3.9 -0.2 1.8
C -1.182480 -1.625738 -0.066291 1.1 0.8 0.0
H -1.874431 1.625177 1.078901 -0.3 -1.3 0.2
H -0.328266 0.784230 1.350002 -1.1 -0.7 -1.2
H -1.101667 1.015652 -0.342158 0.4 -0.6 0.9
H -2.985571 -0.568360 0.284585 3.1 0.2 1.5
H -2.159617 -0.945868 1.818236 0.9 0.9 -3.3
H -1.085092 -1.115801 -1.039032 -0.1 -0.6 0.1
H -1.788451 -2.582262 -0.166027 1.3 1.1 0.5
H -0.104469 -1.530409 0.343237 -1.4 -1.1 -0.7
```
Forces are in eV/Å.

Energy above the lowest of the compared OMol25 structures with the same formula, charge and spin ... 98.7 kcal per mole
Kohn-Sham gap ... 4.002 eV
2S+1 ... 1
Calculated total energy ... -15610.471 eV
HOMO energy ... -5.150 eV

=====

Entry 6:
Molecular formula: C2H2N2O4
Method: DFT, wB97M-V/def2-TZVPD

Structure (XYZ):
```
10
Properties=species:S:1:pos:R:3:forces:R:3
O 0.221717 -0.248548 -1.843924 -0.5 0.4 2.5
C -0.012485 -0.115945 -0.635736 2.7 3.7 -3.4
C -0.689669 -0.884939 0.245181 -1.3 -5.2 2.7
O -0.971723 -2.202324 -0.181745 -2.2 4.2 -3.7
N -0.636694 -0.498522 1.483198 -0.2 -1.1 0.2
O 0.130652 0.632637 1.566987 -1.2 -1.0 -1.0
N 0.298341 0.985878 0.237796 2.3 1.6 -1.4
O 1.563670 1.586692 0.106909 -1.5 2.6 0.4
H -1.300904 -1.869172 -1.262542 1.5 -2.2 4.3
H 1.397095 2.614245 0.283876 0.4 -3.2 -0.7
```
Forces are in eV/Å.

Energy above the lowest of the compared OMol25 structures with the same formula, charge and spin ... 114.4 kcal per mole
Kohn-Sham gap ... 9.693 eV
SMILES string ... O=c1c(O)non1O
2S+1 ... 1
Calculated total energy ... -13270.216 eV
HOMO energy ... -10.315 eV